Entry 1:
{"formula": "C17H25CaN", "method": "ωB97M-V/def2-TZVPD", "energy_ha": -1395.006657, "de_lowest_kcal_mol": 0.0, "homo_ev": -5.93, "symbols": ["C", "C", "C", "H", "C", "H", "H", "H", "C", "H", "H", "C", "H", "H", "C", "H", "H", "C", "H", "H", "Ca", "H", "C", "N", "C", "C", "C", "C", "C", "C", "C", "C", "H", "H", "H", "H", "H", "H", "H", "H", "H", "H", "H", "H"], "positions_angstrom": [[0.8461, -1.1448, -2.4092], [0.1069, 2.2131, -1.9834], [-0.5885, -1.0591, -2.0095], [1.0089, -1.7122, -3.3583], [-1.2432, 2.1397, -1.8137], [0.6443, 3.0484, -1.5282], [-0.9744, -2.0375, -1.7077], [-1.7729, 2.9969, -1.3991], [-1.5770, -0.3074, -2.8425], [-2.4603, -0.9877, -2.8448], [-1.2921, -0.2280, -3.9178], [1.6456, 0.1870, -2.4322], [2.5758, 0.0308, -3.0041], [2.0174, 0.3931, -1.4122], [0.9103, 1.4305, -2.9758], [0.3217, 1.1743, -3.8643], [1.7010, 2.1116, -3.3355], [-2.1580, 1.0742, -2.3434], [-2.7490, 1.4982, -3.1745], [-2.9390, 0.8500, -1.5910], [-0.3390, 0.5138, -0.0200], [1.3260, -1.7639, -1.6093], [-2.3981, -1.7427, 1.2076], [-1.3487, -0.8069, 1.6292], [-1.9368, 0.2787, 2.4338], [-0.1700, -1.5264, 2.2314], [1.0989, -0.7038, 2.3835], [1.8068, -0.7950, 3.5910], [2.9659, -0.0217, 3.7536], [3.3871, 0.8512, 2.7520], [2.6551, 0.9448, 1.5432], [1.5698, 0.1333, 1.3967], [-3.0996, -1.2202, 0.5426], [-2.9542, -2.1463, 2.0713], [-1.9483, -2.5612, 0.6350], [-1.2037, 1.0541, 2.6939], [-2.7399, 0.7510, 1.8458], [-2.3953, -0.0961, 3.3624], [-0.4816, -1.9638, 3.2028], [0.0046, -2.3909, 1.5641], [1.4298, -1.4706, 4.3684], [3.5357, -0.1351, 4.6806], [4.2577, 1.4792, 2.9055], [2.9542, 1.6673, 0.7820]]}

---

Entry 2:
{"formula": "C17H25CsN2O4", "method": "ωB97M-V/def2-TZVPD", "energy_ha": -1092.695993, "homo_ev": -8.39, "symbols": ["C", "C", "C", "N", "C", "C", "N", "C", "C", "C", "C", "O", "C", "O", "O", "O", "C", "C", "C", "C", "C", "C", "C", "H", "H", "H", "H", "H", "H", "H", "H", "H", "H", "H", "H", "H", "H", "H", "H", "H", "H", "H", "H", "H", "H", "H", "H", "H", "Cs"], "positions_angstrom": [[0.3480, -0.5571, 3.1299], [0.6598, -1.0417, 1.6270], [-0.0887, -0.1304, 0.4827], [-1.0104, -1.0432, -0.2611], [-0.2142, -1.7492, -1.3312], [-0.0136, -0.8986, -2.7203], [0.7344, 0.2317, -2.8687], [-2.2365, -0.3484, -0.7892], [-3.2277, 0.2129, 0.3939], [-4.7682, 0.3156, -0.0713], [-5.5436, 1.2176, 1.0600], [-6.4074, 0.3843, 1.8827], [-3.1652, -1.4812, -1.5942], [-3.4985, -1.2638, -2.8809], [-3.6359, -2.6234, -0.9369], [2.0686, -1.0856, 1.2731], [2.7791, 0.1145, 1.6725], [3.9770, 0.5288, 0.6664], [5.4445, 0.0622, 0.9495], [6.6138, 0.5068, -0.0098], [6.2868, 1.4436, -1.2544], [4.8031, 1.8761, -1.5315], [3.6066, 1.4391, -0.5831], [1.1454, -0.9680, 3.8708], [0.3904, 0.5934, 3.2086], [-0.7053, -0.8595, 3.5091], [0.2204, -2.1149, 1.5318], [0.7160, 0.3175, -0.2240], [-0.5949, 0.7561, 1.0037], [-0.6737, -2.7959, -1.6257], [0.8622, -1.9980, -0.9637], [-0.5998, -1.3111, -3.6640], [0.6174, 0.4822, -3.8945], [-2.0235, 0.5789, -1.4696], [-2.8730, 1.3073, 0.5783], [-3.0609, -0.3744, 1.3680], [-4.8337, 0.8752, -1.0866], [-5.3226, -0.6882, -0.0974], [-4.7333, 1.6478, 1.7758], [-6.0750, 2.1205, 0.5854], [-7.0351, -0.0747, 1.2761], [3.2864, -0.1224, 2.6882], [2.0926, 1.0528, 1.7356], [5.6217, -0.6067, 1.8725], [7.6657, 0.1354, 0.2467], [7.1945, 1.7591, -1.8945], [4.6148, 2.5601, -2.4324], [2.5228, 1.7898, -0.7979], [-1.9316, -0.1725, -3.4054]]}

---

Entry 3:
{"formula": "C17H25I2MoOP2", "method": "ωB97M-V/def2-TZVPD", "energy_ha": -2083.083248, "spin_multiplicity": 3, "s_squared": 2.04, "de_lowest_kcal_mol": 71.4, "homo_ev": [-17.45, -17.48], "total_charge": 3, "symbols": ["I", "I", "Mo", "P", "C", "C", "H", "H", "H", "H", "H", "H", "C", "H", "H", "H", "P", "C", "C", "H", "H", "H", "C", "H", "H", "H", "H", "H", "H", "C", "O", "C", "C", "C", "C", "C", "C", "C", "C", "C", "C", "H", "H", "H", "H", "H", "H", "H"], "positions_angstrom": [[-1.1661, -2.5767, -3.6876], [-0.6459, 2.2758, -2.1976], [-0.5729, 0.1852, -0.8705], [-2.7303, -0.0077, -1.4970], [-3.2827, -0.0752, -3.2209], [-3.5858, -1.3779, -0.6857], [-4.6639, -1.1888, -0.6950], [-4.7145, 1.2116, -0.7645], [-3.2396, -1.4986, 0.3443], [-3.3568, 1.6797, 0.2531], [-2.8757, -1.0141, -3.6262], [-3.3414, -2.2771, -1.2500], [-3.6491, 1.4404, -0.7736], [-4.3747, -0.1035, -3.2534], [-3.5280, 2.3541, -1.3522], [-2.8858, 0.7646, -3.7806], [1.9030, -0.0604, -1.2943], [2.4686, -0.1117, -3.0378], [2.7428, 1.4979, -0.7540], [2.3247, -1.6236, 0.4185], [3.7510, -1.3212, -0.6953], [2.3465, -2.3758, -1.2552], [2.6748, -1.5336, -0.6158], [2.4450, 1.7469, 0.2697], [3.8072, 1.2605, -0.7971], [3.5629, -0.0830, -3.0563], [2.0815, 0.7271, -3.6263], [2.5217, 2.3414, -1.4274], [2.1474, -1.0516, -3.4944], [-0.2248, -0.5573, -2.7825], [-0.0471, -0.3897, -4.0093], [2.6853, 0.1552, 4.6659], [3.3385, 0.1230, 3.4059], [2.6052, 0.1388, 2.2368], [1.2024, 0.2132, 2.2945], [0.3400, 0.1542, 1.1990], [-1.0600, 0.0303, 1.3012], [-1.7061, 0.0593, 2.5524], [-0.9047, 0.1364, 3.6710], [0.5132, 0.1826, 3.5637], [1.2828, 0.1668, 4.7573], [3.2700, 0.1738, 5.6101], [4.4454, 0.1040, 3.3753], [3.1203, 0.0718, 1.2950], [-1.6554, -0.3539, 0.2759], [-2.7833, 0.0304, 2.6148], [-1.3410, 0.1709, 4.6719], [0.7557, 0.1856, 5.7240]]}

---

Number 1: largest force on an atom 3.3 eV/A. Number 2: largest force on an atom 16.0 eV/A. Number 3: largest force on an atom 7.2 eV/A.